<w>
This record from the OMol25 dataset describes 3 unconnected molecules or ions with the total composition C4H13NO2. The level of theory is ωB97M-V/def2-TZVPD.

The net charge is -1. Its LUMO energy (alpha / beta) is 0.1365 / 0.1318 hartree. The calculation puts the HOMO energy (alpha / beta) at 1.10 / -5.07 eV. The multiplicity is 2. The value obtained for the orbital gap (alpha / beta) is 2.61 / 8.65 eV.

```
20
C4H13NO2 ωB97M-V/def2-TZVPD
N 0.0368 0.5737 0.0301
C 1.2896 0.8381 0.6617
C 1.7168 -0.5244 1.2436
C 0.4165 -1.4014 1.2126
C -0.6731 -0.4973 0.6927
H -0.5075 1.3630 -0.2897
H 2.1184 1.2090 0.0431
H 1.1980 1.5819 1.4656
H 2.5257 -1.0961 0.7853
H 2.1055 -0.3578 2.2526
H 0.6383 -2.2787 0.6054
H 0.1901 -1.7882 2.2093
H -1.5308 -0.9513 0.2014
H -1.1477 -0.0007 1.5732
H 0.7099 -0.5505 -3.2225
H 1.2571 -0.4862 -1.8367
O 1.0025 -1.1407 -2.4846
H -4.0399 1.3520 -1.1046
H -3.6400 2.0295 -2.4956
O -3.6664 2.1260 -1.5429
```

natural (NBO) population analysis, charges in e, atoms 1 to 5:
1 N -0.692
2 C -0.269
3 C -0.413
4 C -0.418
5 C -0.356

<x>
This record from the OMol25 dataset describes 3 unconnected molecules or ions with the total composition C4H13NO2. The level of theory is ωB97M-V/def2-TZVPD.

The net charge is -1. Its LUMO energy (alpha / beta) is 0.1298 / 0.1231 hartree. The calculation puts the HOMO energy (alpha / beta) at 0.89 / -5.23 eV. The multiplicity is 2. The value obtained for the orbital gap (alpha / beta) is 2.64 / 8.58 eV.

```
20
C4H13NO2 ωB97M-V/def2-TZVPD
C 0.4236 -1.7218 1.4708
C 1.4646 -0.7025 0.9232
C 1.3151 -0.1263 -0.4359
C 0.5437 -0.6448 -1.4068
N 1.9836 1.1023 -0.6690
H -0.3169 -1.0780 1.9571
H 0.0072 -2.2815 0.6436
H 0.9290 -2.2619 2.2672
H 1.6693 0.0589 1.6937
H 2.4457 -1.2424 0.9510
H 0.0945 -1.6188 -1.2985
H 0.6501 -0.1961 -2.3813
H 2.2162 1.6799 0.1257
H 1.3638 1.6401 -1.2661
H -3.2566 0.9748 -2.2601
H -2.2696 0.0439 -1.6180
O -2.7099 0.9020 -1.4532
H -1.4836 1.8219 1.2954
H -2.6725 1.6234 0.3147
O -2.3972 2.0272 1.1466
```

natural (NBO) population analysis, charges in e, atoms 1 to 5:
1 C -0.621
2 C -0.443
3 C 0.159
4 C -0.674
5 N -0.845

The energy of each structure relative to the most stable one, in kcal/mol, is as follows: <w> 3.4; <x> 0.0.

<w>
This record from the OMol25 dataset describes C3H7O4P in the gas phase. The level of theory is ωB97M-V/def2-TZVPD.

The net charge is 0. Its LUMO energy is 0.0111 hartree. The calculation puts the HOMO energy at -8.83 eV. The value obtained for the orbital gap is 9.13 eV. As for the structure (SMILES): O=C[C@H](O)C(O)(O)P.

```
15
C3H7O4P ωB97M-V/def2-TZVPD
C 1.1339 0.9362 -1.0739
C 1.0817 0.1442 0.1633
C -0.6827 0.0114 0.1885
O 1.1024 0.4728 -2.2292
O 1.5992 -1.0973 0.0826
O -1.1263 -0.5739 -0.9757
O -1.2511 1.1919 0.3707
P -0.8332 -1.3173 1.6301
H 1.2356 1.9740 -0.9473
H 1.5603 0.5621 1.0562
H 1.7273 -1.3414 -0.8351
H -0.6731 -0.4633 -1.8530
H -2.0239 1.1138 -0.2850
H -0.5843 -0.3157 2.7876
H -2.2659 -1.2974 1.9202
```

natural (NBO) population analysis, charges in e, atoms 1 to 5:
1 C 0.400
2 C -0.049
3 C 0.361
4 O -0.585
5 O -0.687

<x>
This record from the OMol25 dataset describes C3H7O4P in the gas phase. The level of theory is ωB97M-V/def2-TZVPD.

The net charge is 0. Its LUMO energy is 0.0154 hartree. The calculation puts the HOMO energy at -8.85 eV. The value obtained for the orbital gap is 9.27 eV. As for the structure (SMILES): O=[P@@H](O)/C=C(/O)CO.

```
15
C3H7O4P ωB97M-V/def2-TZVPD
C -0.5784 1.1922 0.5107
C 0.2548 -0.6293 -0.9649
C -0.6226 0.5628 -0.6619
O 1.7921 1.3003 0.9902
O -0.2377 -1.2720 -2.1275
O -1.4369 0.9572 -1.6521
O 0.3342 1.6223 3.0709
P 0.6223 0.8357 1.7117
H 0.2708 -1.2950 -0.0972
H 1.2770 -0.2682 -1.1394
H -1.2343 2.0357 0.6825
H -0.1203 -2.2226 -2.0513
H -1.3228 0.3307 -2.3880
H 0.8208 2.4500 3.0314
H 0.6094 -0.4633 2.1962
```

natural (NBO) population analysis, charges in e, atoms 1 to 5:
1 C -0.774
2 C -0.147
3 C 0.385
4 O -1.106
5 O -0.741

The energy of each structure relative to the most stable one, in kcal/mol, is as follows: <w> 68.0; <x> 0.0.

<w>
This record from the OMol25 dataset describes 2 unconnected molecules or ions with the total composition C5H11P. The level of theory is ωB97M-V/def2-TZVPD.

The net charge is 0. Its LUMO energy is 0.0303 hartree. The calculation puts the HOMO energy at -8.25 eV. The value obtained for the orbital gap is 9.08 eV.

```
17
C5H11P ωB97M-V/def2-TZVPD
C 0.4607 -0.7692 0.1294
C 0.6849 -2.0568 0.1187
C 2.3771 0.3938 0.4555
C -2.3832 -0.4901 0.0522
C -0.7474 1.6955 0.0219
P -0.7769 0.1268 0.9724
H 1.6710 -2.5396 0.1994
H -0.0716 -2.7691 -0.2157
H 2.8041 -0.1990 1.3089
H 1.9519 1.4342 0.6150
H 2.7632 0.2421 -0.5070
H -2.2946 -1.5205 0.4588
H -3.3314 0.1130 0.3200
H -2.2043 -0.3618 -0.9675
H -1.7521 2.1753 0.0974
H -0.0450 2.2160 0.6623
H -0.3608 1.7650 -1.0503
```

natural (NBO) population analysis, charges in e, atoms 1 to 5:
1 C -0.308
2 C -0.455
3 C -0.568
4 C -0.898
5 C -0.957

<x>
This record from the OMol25 dataset describes 2 unconnected molecules or ions with the total composition C5H11P. The level of theory is ωB97M-V/def2-TZVPD.

The net charge is 0. Its LUMO energy is 0.0123 hartree. The calculation puts the HOMO energy at -7.74 eV. The value obtained for the orbital gap is 8.08 eV.

```
17
C5H11P ωB97M-V/def2-TZVPD
C 0.2986 -2.3929 0.2552
C -1.1344 0.6984 -2.6398
C 0.9036 -1.2310 0.0212
C -1.2855 0.4700 0.8882
C 1.3052 1.4829 0.3159
P 0.0427 0.2611 -0.3102
H 0.7596 -3.4075 0.2810
H -0.8492 -2.5450 0.5082
H -0.4665 -0.0802 -3.1532
H -2.0804 0.1959 -2.3961
H 1.9950 -1.0625 -0.2346
H -2.0582 -0.3453 0.7112
H -0.9710 0.5266 1.9233
H -1.5733 1.5421 0.8261
H 2.2962 1.1290 -0.1100
H 1.0609 2.4180 0.0540
H 1.6405 1.3344 1.3974
```

natural (NBO) population analysis, charges in e, atoms 1 to 5:
1 C -0.349
2 C -0.539
3 C -0.583
4 C -0.976
5 C -0.915

<y>
This record from the OMol25 dataset describes 2 unconnected molecules or ions with the total composition C5H11P. The level of theory is ωB97M-V/def2-TZVPD.

The net charge is 0. Its LUMO energy (alpha / beta) is -0.0027 / 0.0120 hartree. The calculation puts the HOMO energy (alpha / beta) at -8.01 / -7.56 eV. The value obtained for the orbital gap (alpha / beta) is 7.94 / 7.89 eV.

```
17
C5H11P ωB97M-V/def2-TZVPD
C 1.5533 0.3486 -0.4081
C 2.1010 1.5236 -0.4000
C 1.9051 -1.0578 -0.2302
C -1.7550 1.1508 0.9482
C -1.8472 -1.2677 -0.4575
P -1.5645 0.5352 -0.7904
H 3.1632 1.6773 -0.2011
H 1.5413 2.4242 -0.5931
H 2.8634 -1.2775 -0.7062
H 1.1571 -1.7087 -0.6833
H 1.9745 -1.3083 0.8314
H -2.7989 1.0935 1.2557
H -1.1417 0.5684 1.6324
H -1.4441 2.1926 0.9839
H -1.8040 -1.8192 -1.3960
H -1.0806 -1.6542 0.2135
H -2.8229 -1.4207 0.0009
```

natural (NBO) population analysis, charges in e, atoms 1 to 5:
1 C 0.138
2 C -0.541
3 C -0.735
4 C -0.968
5 C -0.974

The energy of each structure relative to the most stable one, in kcal/mol, is as follows: <w> 17.8; <x> 45.2; <y> 0.0.

<w>
This record from the OMol25 dataset describes 3 unconnected molecules or ions with the total composition C4H17N2O2. The level of theory is ωB97M-V/def2-TZVPD.

The net charge is +1. Its LUMO energy is -0.1118 hartree. The calculation puts the HOMO energy at -11.94 eV. The value obtained for the orbital gap is 8.90 eV.

```
25
C4H17N2O2 ωB97M-V/def2-TZVPD
C -0.8616 -0.6381 -1.1146
C 0.6277 -0.7637 -1.3538
C 1.4052 -1.5675 -0.3083
C 2.9185 -1.4604 -0.5366
N 3.5915 -1.8455 0.6898
N -1.2975 0.7879 -0.7903
H -1.4710 -0.8576 -1.9880
H -1.1438 -1.2839 -0.2929
H 1.1459 0.1716 -1.5920
H 0.7725 -1.2798 -2.3094
H 1.1869 -1.1482 0.6811
H 1.0647 -2.5924 -0.2362
H 3.1782 -0.4294 -0.7712
H 3.1541 -2.0878 -1.4034
H 3.5515 -2.8327 0.9167
H 4.5842 -1.6381 0.6731
H -1.3330 0.9383 0.2191
H -2.1961 1.0406 -1.1922
H -0.6319 1.4414 -1.2094
H -3.8956 0.6918 1.2537
H -3.6148 2.1579 1.1643
O -3.2048 1.3042 0.9728
H -1.7406 3.9903 3.0635
H -3.2391 4.2895 2.7560
O -2.5511 3.6117 2.7082
```

natural (NBO) population analysis, charges in e, atoms 1 to 5:
1 C -0.212
2 C -0.446
3 C -0.401
4 C -0.209
5 N -0.840

<x>
This record from the OMol25 dataset describes 3 unconnected molecules or ions with the total composition C4H17N2O2. The level of theory is ωB97M-V/def2-TZVPD.

The net charge is +1. Its LUMO energy is -0.1041 hartree. The calculation puts the HOMO energy at -13.76 eV. The value obtained for the orbital gap is 10.93 eV.

```
25
C4H17N2O2 ωB97M-V/def2-TZVPD
C 0.8597 -1.2212 -2.1318
C 0.4055 -0.9320 -0.7139
C 0.7879 0.5446 -0.2591
C 0.7198 0.6955 1.2480
N -0.6845 0.5649 1.8042
N -1.0646 -0.9753 -0.5070
H 1.9460 -1.1555 -2.1139
H 0.4733 -2.1281 -2.5929
H 0.5347 -0.4305 -2.8219
H 0.8977 -1.5537 0.0385
H 1.8115 0.7252 -0.6012
H 0.2588 1.2511 -0.9065
H 0.9548 1.7073 1.5749
H 1.3616 -0.0794 1.6562
H -0.7480 0.2221 2.7674
H -1.1613 1.4631 1.8704
H -1.1919 -0.0623 1.1141
H -1.5273 -0.3020 -1.1194
H -1.4355 -1.8903 -0.7232
H -1.4295 -2.0032 4.6050
H -1.6668 -2.7602 3.2347
O -1.7218 -1.9474 3.7004
H -0.0856 3.9301 -3.2838
H 1.3178 3.2313 -2.7948
O 0.3879 3.1060 -3.0444
```

natural (NBO) population analysis, charges in e, atoms 1 to 5:
1 C -0.639
2 C -0.033
3 C -0.454
4 C -0.219
5 N -0.718

The energy of each structure relative to the most stable one, in kcal/mol, is as follows: <w> 7.0; <x> 0.0.

<w>
This record from the OMol25 dataset describes C3H6INO2 in the gas phase. The level of theory is ωB97M-V/def2-TZVPD.

The net charge is 0. Its LUMO energy is -0.0242 hartree. The calculation puts the HOMO energy at -9.87 eV. The value obtained for the orbital gap is 9.21 eV. As for the structure (SMILES): CC[C@H](I)[N+](=O)[O-].

```
13
C3H6INO2 ωB97M-V/def2-TZVPD
C -0.8792 -1.2930 0.2926
C -0.1908 -0.3782 -0.7042
C 0.0751 1.0814 -0.2850
N 0.9166 1.0072 0.8819
O 0.4042 1.3033 1.9420
O 2.0581 0.6990 0.6953
I 1.3320 1.9223 -1.8976
H -0.1938 -1.4828 1.2195
H -1.0040 -2.3021 -0.0328
H -1.9874 -0.9332 0.6062
H -0.5459 -0.5410 -1.7791
H 0.8314 -0.7965 -0.8246
H -0.8162 1.7137 -0.1141
```

natural (NBO) population analysis, charges in e, atoms 1 to 5:
1 C -0.626
2 C -0.472
3 C -0.187
4 N 0.488
5 O -0.361

<x>
This record from the OMol25 dataset describes 2 unconnected molecules or ions with the total composition C3H6INO2. The level of theory is ωB97M-V/def2-TZVPD.

The net charge is 0. Its LUMO energy (alpha / beta) is -0.0417 / -0.0604 hartree. The calculation puts the HOMO energy (alpha / beta) at -9.07 / -10.18 eV. The value obtained for the orbital gap (alpha / beta) is 7.94 / 8.53 eV.

```
13
C3H6INO2 ωB97M-V/def2-TZVPD
C -0.1110 0.6963 -1.5397
C 0.3658 0.7418 -0.0683
C -0.4365 -0.2733 0.6481
N 0.2569 -1.0010 1.7380
O -0.3192 -1.8927 2.2847
O 1.4021 -0.6195 1.7944
I -2.3807 -0.2073 1.0285
H -0.2079 -0.3780 -1.9160
H 0.5179 1.2692 -2.2679
H -1.0536 1.1901 -1.5562
H 0.2330 1.7321 0.2975
H 1.4169 0.6472 0.0848
H 0.3162 -1.9050 -0.5281
```

natural (NBO) population analysis, charges in e, atoms 1 to 5:
1 C -0.600
2 C -0.546
3 C -0.116
4 N 0.461
5 O -0.366

The energy of each structure relative to the most stable one, in kcal/mol, is as follows: <w> 0.0; <x> 87.5.

<w>
This record from the OMol25 dataset describes C3H9N in the gas phase. The level of theory is ωB97M-V/def2-TZVPD.

The net charge is 0. Its LUMO energy is 0.0459 hartree. The calculation puts the HOMO energy at -9.44 eV. The value obtained for the orbital gap is 10.68 eV. As for the structure (SMILES): CCCN.

```
13
C3H9N ωB97M-V/def2-TZVPD
C 1.6876 0.5202 -0.2813
C 0.2203 0.1758 -0.5203
C -0.5792 -0.3567 0.6453
H 2.0906 0.8246 -1.2698
H 2.2791 -0.4179 -0.0471
H 1.8333 1.3546 0.4308
H 0.1815 -0.6277 -1.3080
H -0.3307 1.0622 -0.9397
H -0.6523 0.3871 1.4312
H 0.0314 -1.1778 1.1056
H -2.3274 0.0122 -0.3263
H -2.5335 -0.9730 0.9374
N -1.9006 -0.7837 0.1422
```

natural (NBO) population analysis, charges in e, atoms 1 to 5:
1 C -0.613
2 C -0.401
3 C -0.218
4 H 0.213
5 H 0.207

<x>
This record from the OMol25 dataset describes C3H9N in the gas phase. The level of theory is ωB97M-V/def2-TZVPD.

The net charge is 0. Its LUMO energy is 0.0467 hartree. The calculation puts the HOMO energy at -8.70 eV. The value obtained for the orbital gap is 9.97 eV. As for the structure (SMILES): CC(C)N.

```
13
C3H9N ωB97M-V/def2-TZVPD
C 0.1910 0.0652 -1.3409
C 0.2712 0.1097 0.1407
C -1.0620 0.6083 0.6973
N 0.8498 -1.0612 0.7808
H 0.3850 -0.9788 -1.6467
H -0.8204 0.4875 -1.7638
H 0.9879 0.5837 -1.9111
H 1.1600 0.8896 0.4755
H -1.7797 1.2720 0.1674
H -1.4622 -0.4149 1.0829
H -0.7880 1.3308 1.4238
H 1.2296 -1.0410 1.6345
H 0.8376 -1.8509 0.2596
```

natural (NBO) population analysis, charges in e, atoms 1 to 5:
1 C -0.627
2 C -0.041
3 C -0.655
4 N -0.862
5 H 0.204

The energy of each structure relative to the most stable one, in kcal/mol, is as follows: <w> 0.0; <x> 35.5.